Computed, not measured: a single C5H7NO molecule, with ωB97M-V/def2-TZVPD.

Properties
HOMO-LUMO gap, eV: 8.2270
ΔE to the lowest compared entry with this formula, charge and spin, kcal/mol: 96.2
E_tot, eV: -8832.0328
Net charge: 0

The geometry in XYZ format:
```
14
Properties=species:S:1:pos:R:3:forces:R:3
C 0.3200 -2.1110 0.0731 0.0879 0.0242 0.1754
N 0.3193 -0.6479 0.3087 0.0086 0.5859 -0.1472
C 0.3952 1.0100 1.8045 -0.0566 -0.6690 -0.6419
C -0.0467 1.8624 0.8166 -0.1173 -0.0575 0.0190
C -0.4326 1.4517 -0.4256 -0.0459 0.1582 -0.0334
C -0.2478 0.0544 -0.6248 0.2200 0.1765 0.3547
O -0.6855 -0.5307 -1.7691 -0.0337 0.0922 0.0203
H 0.7194 -2.3395 -0.9281 0.0017 0.2425 0.3119
H -0.6847 -2.5626 0.0957 0.1762 0.3522 0.1534
H 0.9397 -2.6315 0.8043 -0.0560 0.2744 0.0326
H 1.3900 1.2813 2.2056 -0.1562 -0.9050 -0.1949
H -0.1126 2.8952 1.1674 0.0080 -0.0360 -0.1886
H -0.8657 2.1024 -1.1706 -0.0383 -0.0325 0.0062
H -1.0079 0.1658 -2.3578 0.0015 -0.2061 0.1325
```
Forces are in eV/Å.

Mulliken population analysis, charges in e, atoms 1 to 2: -0.821 -0.384